C29H57F5NO11P4SSi | the ωB97M-V functional and the def2-TZVPD basis

Computed properties:
- HOMO: -4.109 eV
- Orbital gap: 5.67 eV
- LUMO: 1.565 eV
- Total charge: -1
- F_max: 5.87 eV Å⁻¹

Geometry as XYZ:
```
109
C29H57F5NO11P4SSi | the Open Molecules 2025 dataset | the ωB97M-V functional and the def2-TZVPD basis
C 2.59142 4.86424 2.36193
C 3.66791 4.05193 1.58402
P 3.45237 2.21693 1.51636
C 2.74626 1.52106 3.08365
C 1.20873 1.47893 3.23384
P 2.27436 1.52660 -0.25207
O 2.79024 2.94531 -1.30474
C 1.93181 3.87897 -1.31901
N 1.13306 4.69965 -1.13054
C 1.18629 0.83473 -1.67375
F 1.28283 -0.53995 -1.72403
F 1.55564 1.27514 -2.92719
C -0.29448 1.20737 -1.52645
C -1.14694 0.15885 -0.79129
Si -2.79094 0.96244 -0.27420
C -2.32656 2.24657 1.03570
C -3.59393 1.72453 -1.79558
C -3.81157 -0.45269 0.47256
C -4.10193 -0.45094 1.83370
C -4.81520 -1.52373 2.36211
C -5.22551 -2.58462 1.57440
C -4.94223 -2.54926 0.21555
C -4.23356 -1.49729 -0.34764
S 4.08590 0.26803 -1.00599
O 5.25646 0.79839 -0.33173
O 4.34447 0.31980 -2.44152
C 4.02763 -1.55406 -0.49548
F 5.27602 -1.88568 -0.11077
F 3.23115 -1.80220 0.54791
F 3.74035 -2.34620 -1.52806
H 1.91744 5.33204 1.64312
H 2.06591 4.26478 3.10218
H 3.09309 5.68473 2.88789
H 3.78845 4.49449 0.59539
H 4.62103 4.21553 2.09452
H 3.16588 2.13180 3.89049
H 3.20265 0.53790 3.19876
H 0.95684 0.71674 3.98276
H 0.69741 1.21662 2.31008
H 0.84156 2.42213 3.64080
H 1.76340 0.45221 0.57201
H 1.17408 2.32194 0.21443
H -0.42896 2.19399 -1.08455
H -0.67853 1.27399 -2.54954
H -0.68999 -0.18393 0.14175
H -1.41288 -0.69129 -1.42365
H -3.17004 2.60159 1.62675
H -1.83087 3.07251 0.51701
H -1.55280 1.78590 1.65674
H -3.01633 2.61837 -2.05548
H -4.64063 2.00186 -1.67311
H -3.46357 1.04410 -2.64288
H -3.78558 0.34655 2.49363
H -5.02233 -1.52563 3.42848
H -5.75414 -3.43034 1.99576
H -5.24665 -3.37412 -0.42146
H -4.01175 -1.52370 -1.40854
O -5.86243 -6.41341 6.84477
P -5.35742 -7.50201 5.97450
O -4.13136 -6.90176 5.11329
C -2.93580 -6.48072 5.77900
C -2.04719 -7.65996 6.12831
O -6.50796 -7.54776 4.80801
C -7.84105 -7.10592 5.06125
C -8.08133 -5.77883 4.37652
O -4.96668 -9.05969 5.77555
C -5.93379 -10.08312 5.48037
C -5.82019 -10.45940 4.02186
H -3.18954 -5.90742 6.67470
H -2.41652 -5.81296 5.09333
H -2.51699 -8.29593 6.88229
H -1.08934 -7.31480 6.51904
H -1.86927 -8.27773 5.24822
H -8.04259 -7.03834 6.13011
H -8.51488 -7.86433 4.65096
H -7.36691 -5.02965 4.71789
H -9.09108 -5.41334 4.57047
H -7.94728 -5.88176 3.29856
H -6.94368 -9.77428 5.74572
H -5.68527 -10.94572 6.10124
H -6.02919 -9.60721 3.37764
H -6.51680 -11.26275 3.77818
H -4.80610 -10.78982 3.79397
O 3.85134 4.50247 -7.36306
P 4.97568 4.90104 -6.48112
O 4.39698 5.12258 -5.00326
C 3.85659 3.99582 -4.27473
C 4.95033 3.14194 -3.67198
O 5.18785 6.47197 -6.93527
C 4.79889 6.92355 -8.22674
C 3.55114 7.77475 -8.12687
O 6.52978 4.73356 -6.05238
C 7.61396 5.34814 -6.76185
C 8.11559 6.52926 -5.96383
H 3.21963 3.39986 -4.93276
H 3.22647 4.40906 -3.49077
H 5.54380 2.64692 -4.44641
H 4.53506 2.37229 -3.02432
H 5.63663 3.75941 -3.08914
H 4.64880 6.08866 -8.91125
H 5.62652 7.52365 -8.62062
H 2.73755 7.21465 -7.66639
H 3.23007 8.11557 -9.11339
H 3.73804 8.64703 -7.49838
H 7.32827 5.63098 -7.77445
H 8.40606 4.60114 -6.84533
H 7.33461 7.27658 -5.83445
H 8.96851 6.99463 -6.46127
H 8.41914 6.20945 -4.96634
```


C29H57NO7P2Pt | the ωB97M-V functional and the def2-TZVPD basis

Computed properties:
- HOMO: -15.322 eV
- Orbital gap: 5.61 eV
- LUMO: -9.708 eV
- Total charge: +2
- F_max: 2.68 eV Å⁻¹

Geometry as XYZ:
```
97
C29H57NO7P2Pt | the Open Molecules 2025 dataset | the ωB97M-V functional and the def2-TZVPD basis
Pt 1.14245 -1.35573 -0.16394
N 3.14537 -1.02660 -0.56017
C 4.12899 -1.50207 0.44668
C 3.88784 -0.88191 1.80569
C 2.47378 -1.13305 2.23573
O 1.94775 -0.53476 3.11456
O 1.83877 -2.11416 1.49033
H 3.31635 -1.46741 -1.46545
H 3.18733 -0.00908 -0.66377
H 5.14244 -1.27133 0.11871
H 4.02326 -2.58211 0.49504
H 4.03924 0.19875 1.83471
H 4.56908 -1.33297 2.52770
C 0.54289 -3.48286 -4.65566
C 1.47334 -2.50978 -3.94517
C 1.90071 -1.40247 -4.88464
C 2.67904 -3.25385 -3.38891
O 0.79836 -1.81687 -2.79400
P -0.51775 -2.26312 -2.02505
O -1.71307 -2.61496 -2.74929
O -0.61097 -1.06419 -0.97943
O 0.18922 -3.35674 -1.05114
C -0.50173 -4.42086 -0.21586
C -1.48285 -3.75550 0.73664
C -1.20728 -5.40253 -1.13974
C 0.61407 -5.10322 0.54503
H 1.05118 -3.86333 -5.54000
H -0.38164 -2.99291 -4.95988
H 0.27834 -4.32677 -4.01183
H 2.48364 -1.82432 -5.70387
H 2.51698 -0.66419 -4.36306
H 1.02820 -0.89492 -5.29868
H 3.07201 -3.93233 -4.14335
H 2.39942 -3.83950 -2.50960
H 3.48625 -2.55822 -3.12496
H -2.22215 -3.16794 0.18395
H -0.94837 -3.10067 1.43389
H -2.00624 -4.51462 1.31524
H -1.96937 -4.90474 -1.73705
H -1.67960 -6.17197 -0.52974
H -0.49326 -5.88116 -1.81390
H 1.16082 -4.37772 1.15162
H 1.30989 -5.58572 -0.14457
H 0.19103 -5.86189 1.20237
O 1.19165 0.87712 0.29370
P 0.12950 2.00217 0.61619
C 1.03400 3.16505 1.81126
C 0.36418 4.53517 2.02962
C -0.59117 4.60922 3.21796
C 0.04050 4.03025 4.48287
C 0.46844 2.58396 4.23425
C 1.50031 2.52035 3.10742
C -1.46361 1.21691 1.12135
C -1.23192 -0.03953 1.99207
C -2.48623 -0.40803 2.79619
C -3.74477 -0.14149 1.97386
C -3.88796 1.36583 1.67406
C -2.53471 2.10214 1.75695
C -0.03541 3.11940 -0.84716
C 0.39577 2.46415 -2.17723
C -0.73273 1.73847 -2.91068
C -1.98294 2.59744 -3.07075
C -2.47362 3.12849 -1.72662
C -1.37030 3.88012 -0.98752
H 1.91684 3.31169 1.17726
H -0.13630 4.88859 1.12846
H 1.19751 5.22483 2.20912
H -1.51902 4.08402 2.99896
H -0.84977 5.65615 3.37962
H -0.66619 4.08120 5.31142
H 0.91863 4.62243 4.76179
H -0.40982 1.97623 3.98143
H 0.90923 2.15568 5.13469
H 1.80267 1.49395 2.94170
H 2.40291 3.06136 3.41767
H -1.81055 0.89129 0.12994
H -0.39070 0.08143 2.67344
H -0.97264 -0.87442 1.34266
H -2.52301 0.17571 3.72022
H -2.42733 -1.45592 3.09403
H -4.62402 -0.50449 2.50282
H -3.68575 -0.70870 1.03790
H -4.57154 1.83481 2.38127
H -4.31928 1.50415 0.68163
H -2.28324 2.27887 2.80134
H -2.62335 3.07076 1.27151
H 0.73406 3.85272 -0.59104
H 1.23850 1.78907 -2.01059
H 0.76001 3.27094 -2.81897
H -0.99556 0.83084 -2.36800
H -0.37061 1.41458 -3.88854
H -2.77033 2.01833 -3.55332
H -1.76197 3.44249 -3.73120
H -2.84731 2.29044 -1.12707
H -3.31442 3.80461 -1.88053
H -1.72777 4.22169 -0.01714
H -1.15261 4.78979 -1.55553
```


C29H58N2O11S | the ωB97M-V functional and the def2-TZVPD basis

Computed properties:
- HOMO: -9.070 eV
- Orbital gap: 9.55 eV
- LUMO: 0.476 eV
- ΔE to the lowest compared entry with this formula, charge and spin: 0.000 eV
- F_max: 0.56 eV Å⁻¹

Geometry as XYZ:
```
101
C29H58N2O11S | the Open Molecules 2025 dataset | the ωB97M-V functional and the def2-TZVPD basis
N -5.08728 2.24624 1.01984
C -5.41037 3.20515 0.00395
O -6.32662 3.97979 0.09993
C -4.59747 3.15218 -1.28448
C -3.41305 2.18336 -1.33783
C -2.05461 2.86851 -1.53881
O -2.01129 4.22792 -1.03304
S -1.50551 4.16206 0.45537
O -2.52484 3.58233 1.27076
O -0.91792 5.39555 0.81814
O -0.38369 3.09763 0.18654
C -0.77975 2.19414 -0.89641
N 0.31534 2.28694 -1.83730
C -0.98180 0.81814 -0.28542
C -1.23212 -0.29952 -1.29789
C -1.62543 -1.58438 -0.57491
C -2.05473 -2.72540 -1.52390
O -1.66291 -2.54999 -2.88542
H -5.96518 1.92621 1.41666
H -4.54659 2.68263 1.75974
H -4.28411 4.17126 -1.50744
H -5.34299 2.90870 -2.04527
H -3.53399 1.52230 -2.19646
H -3.43305 1.56350 -0.44653
H -1.85251 2.96870 -2.60277
H 0.28788 1.50759 -2.48951
H 1.18418 2.20659 -1.32064
H -0.05464 0.58708 0.24893
H -1.77270 0.85549 0.46741
H -0.32232 -0.48126 -1.86660
H -2.01512 -0.01667 -2.00779
H -2.46168 -1.37437 0.09735
H -0.78095 -1.94269 0.01452
H -1.57532 -3.65323 -1.21355
H -3.13620 -2.88190 -1.46685
H -2.32016 -2.01501 -3.33599
C 1.12611 -3.54070 3.95314
C 0.69443 -2.11853 4.30573
C 0.48402 -1.50903 2.92575
O 0.05381 -2.57661 2.08091
C 0.24912 -3.83167 2.74379
H 0.96987 -4.25734 4.75770
H 2.18113 -3.55819 3.66985
H -0.24847 -2.14246 4.85493
H 1.42650 -1.57006 4.89717
H 1.41723 -1.09044 2.53128
H -0.27632 -0.72580 2.91315
H -0.72153 -4.22418 3.05673
H 0.70494 -4.53068 2.04082
C 1.25853 8.90872 2.79890
C 0.77078 7.48241 2.54905
C 1.22308 6.78201 3.82272
O 1.17045 7.76291 4.86136
C 1.00006 9.06086 4.29275
H 0.73724 9.65846 2.20507
H 2.32752 8.98796 2.58849
H -0.31616 7.45919 2.46791
H 1.18078 7.02561 1.65087
H 2.25210 6.41652 3.72998
H 0.58312 5.94345 4.09987
H -0.02298 9.40495 4.48143
H 1.69002 9.74949 4.78298
C 4.15171 -0.51265 -2.95041
C 3.50844 -1.35074 -4.05530
C 2.07275 -1.46650 -3.56130
O 1.80881 -0.25545 -2.84321
C 3.02774 0.45590 -2.60940
H 5.06227 -0.00268 -3.26095
H 4.38654 -1.13929 -2.08762
H 3.54195 -0.81910 -5.00795
H 3.98021 -2.32196 -4.19425
H 1.94917 -2.31557 -2.88150
H 1.34294 -1.56175 -4.36474
H 3.04609 1.34056 -3.25487
H 3.03970 0.78492 -1.56831
C -4.17525 -4.83834 6.11984
C -3.54526 -3.67881 6.88976
C -2.06251 -3.90867 6.62689
O -1.97573 -4.50349 5.33035
C -3.27292 -4.91647 4.89525
H -5.21989 -4.67480 5.85968
H -4.10714 -5.75961 6.70174
H -3.86340 -2.72517 6.46383
H -3.78615 -3.67584 7.95165
H -1.62969 -4.59277 7.36442
H -1.47927 -2.98667 6.63024
H -3.61761 -4.24029 4.10531
H -3.19706 -5.92198 4.47975
C 4.70660 -4.91404 -7.33394
C 5.92929 -3.99997 -7.40374
C 5.33464 -2.74180 -8.02446
O 3.97965 -2.67927 -7.57721
C 3.60727 -3.92055 -6.98004
H 4.80000 -5.71449 -6.60153
H 4.51350 -5.36355 -8.30992
H 6.30033 -3.78856 -6.39852
H 6.74969 -4.40987 -7.99087
H 5.34967 -2.79554 -9.11817
H 5.84557 -1.82811 -7.71801
H 3.53611 -3.78704 -5.89513
H 2.62533 -4.21242 -7.35404
```